No. 1
Below is a cluster of 2 separate species, C2H7NO in total, with properties calculated with ωB97M-V/def2-TZVPD.

SMILES	C=NC.O
spin multiplicity	1
orbital gap	0.4236	Ha
LUMO	0.0361	hartree
net charge	0
highest occupied orbital energy	-0.3875	hartree

Geometry as XYZ:
```
11
Properties=species:S:1:pos:R:3:forces:R:3:lowdin_charge:R:1
C -0.5696 -0.5666 0.9358 -0.7882 -6.1224 -1.1230 -0.12
N -0.5641 0.1524 -0.0694 0.4834 2.3558 0.4539 -0.06
C -0.2281 1.5290 0.3296 -2.1645 0.0388 2.1437 -0.13
H -0.7679 -1.6944 0.7279 0.0822 1.5824 0.1564 0.10
H -0.3314 -0.5230 1.9599 0.2718 1.6209 1.3982 0.06
H -0.5820 1.7845 1.4166 0.5321 -0.5042 -1.8848 0.11
H -0.6748 2.2191 -0.3258 -0.6912 0.8887 -0.8518 0.05
H 0.7907 1.6982 0.3092 2.2813 0.1349 -0.1904 0.05
O 1.1290 -1.9017 -1.7860 0.1187 0.2006 -0.2883 -0.07
H 0.7089 -1.4817 -1.0291 -0.1183 0.0896 -0.0282 -0.03
H 1.0892 -1.2157 -2.4687 -0.0073 -0.2850 0.2144 0.04
```
Forces are in eV/Å.

No. 2
Below is a structure of composition C12H26Br10N2O4, with properties calculated with ωB97M-V/def2-TZVPD.

spin multiplicity	1
orbital gap	0.3001	Ha
LUMO	-0.0189	hartree
net charge	0
highest occupied orbital energy	-0.3190	hartree

Geometry as XYZ:
```
54
Properties=species:S:1:pos:R:3:forces:R:3:lowdin_charge:R:1
Br -4.5173 3.5378 3.5730 -0.2243 0.0194 -0.2295 0.61
C -2.6696 3.5286 2.9532 -0.4409 -1.0074 -1.2054 -0.68
C -2.4668 2.4480 1.8158 -0.3457 0.9515 1.1183 -0.52
Br -0.6211 2.6874 1.2310 -2.4939 6.1480 4.5349 0.88
H -2.1578 3.3369 3.8962 0.5289 -0.0120 -0.6173 0.04
H -2.4532 4.4964 2.5006 -0.0134 -0.0241 0.4806 0.04
H -3.1034 2.6036 0.9448 -0.0636 0.2531 0.2858 0.07
H -2.5909 1.4189 2.1529 0.1700 0.1803 0.0888 0.06
Br 2.1192 2.0664 1.2047 1.1687 1.1663 3.0926 0.86
C 2.0368 0.4057 2.3392 -1.2915 1.1611 1.8652 -0.44
C 0.5510 0.1797 2.8911 2.3367 0.3112 -0.1600 -0.58
Br 0.5749 -1.4661 3.9302 1.5304 5.3479 0.8228 0.76
H 2.7258 0.7001 3.1309 -0.4562 0.0434 0.3475 0.06
H 2.5990 -0.3566 1.7998 -1.2867 -0.0534 0.2961 0.05
H -0.2441 0.0226 2.1623 0.8665 0.1810 0.4628 -0.02
H 0.2269 0.9893 3.5450 0.3986 -0.0304 0.0206 0.05
Br -0.5381 -3.4857 -0.1095 0.1431 -4.5500 8.4249 1.07
C -0.9117 -2.9322 1.7534 0.1708 -1.5909 0.8012 -0.55
C 0.0177 -3.6902 2.7471 -1.2206 -0.9008 -1.6215 -0.72
Br -0.7698 -3.5938 4.5638 -0.8028 -2.8747 0.0812 0.57
H -1.9854 -3.0924 1.8517 0.1691 -0.5081 0.3563 0.07
H -0.8491 -1.8440 1.7565 0.9635 -1.9289 0.7667 -0.03
H 0.9808 -3.1817 2.7030 -0.2378 -1.0227 0.1817 -0.02
H 0.1316 -4.7524 2.5307 -0.3412 0.0680 -0.0547 0.05
Br 1.0778 2.6843 -1.8176 -6.3856 2.6503 -3.5684 0.95
C 0.7286 1.5249 -3.4232 -1.4527 1.4514 -0.2803 -0.45
C -0.7763 1.1460 -3.3846 0.1273 -0.5217 -0.7905 -0.56
Br -1.2969 0.5750 -5.2621 0.2751 0.8842 0.7985 0.67
H 1.4738 0.7294 -3.4258 -0.5581 0.0877 -0.0161 0.06
H 0.8503 2.2301 -4.2454 0.2403 -0.1776 0.0980 0.05
H -1.5258 1.8838 -3.0984 0.6831 0.5079 -0.2967 0.07
H -1.0054 0.2642 -2.7863 0.1447 1.3285 -0.3752 -0.01
Br -2.7439 -2.3120 -3.4895 0.2555 -0.1456 0.4950 0.64
C -0.8471 -1.8385 -3.2569 0.5852 -0.7276 -0.1104 -0.72
C -0.0316 -2.9548 -2.5509 0.0260 0.6595 -4.0147 -0.68
Br 1.9275 -2.5329 -2.5731 -1.0597 -1.2611 -0.4760 0.73
H -0.8053 -0.9509 -2.6255 0.0410 -1.7741 -0.5766 -0.03
H -0.6354 -1.5555 -4.2880 0.7786 -0.6381 0.4058 -0.04
H -0.1526 -3.8964 -3.0866 0.2464 0.0433 -0.0087 0.06
H -0.3774 -3.0601 -1.5226 0.9674 1.6093 -4.8541 -0.35
C -0.0428 0.5112 -0.0725 -0.4677 -2.5604 -2.3857 -0.21
N -1.0083 -0.6030 0.1045 1.4114 3.7014 -0.2608 -0.35
O -1.1913 -1.3382 -0.8109 -1.8855 1.4300 -0.0102 -0.14
O -1.5869 -0.6079 1.1831 -2.2299 0.9847 -0.8138 -0.04
H 0.8823 0.3965 0.4925 -1.1625 -0.8239 -0.4279 0.00
H -0.4755 1.4579 0.2511 -0.1645 -3.3803 -1.8307 -0.24
H 0.1452 0.6429 -1.1380 -0.4618 -0.8628 0.9557 0.01
C 3.3541 1.6756 -1.1449 2.3418 -1.7093 -0.5135 -0.20
N 2.6596 0.3722 -0.8079 1.1296 0.2334 -1.4612 -0.46
O 1.7784 -0.0961 -1.5525 3.0463 1.0602 1.7174 -0.25
O 3.0960 -0.1443 0.1927 0.4260 -2.2733 -1.4878 -0.08
H 3.7741 1.3882 -2.1088 0.1306 0.6947 -0.3086 0.11
H 4.1137 1.9663 -0.4192 0.0441 -0.8664 -0.1885 0.07
H 2.5557 2.4157 -1.2004 3.7001 -0.9322 0.4462 -0.25
```
Forces are in eV/Å.

No. 3
Below is a cluster of 2 separate species, C4H11NO2 in total, with properties calculated with ωB97M-V/def2-TZVPD.

SMILES	CC(C)NC=O.O
spin multiplicity	1
orbital gap	0.3932	Ha
LUMO	0.0293	hartree
net charge	0
highest occupied orbital energy	-0.3639	hartree

Geometry as XYZ:
```
18
Properties=species:S:1:pos:R:3:forces:R:3:lowdin_charge:R:1
C -1.0235 1.4111 -0.0678 -1.5261 -0.7152 -1.4710 -0.06
C -1.2968 -0.0158 0.3060 -0.5310 -1.8744 0.7241 -0.42
C -2.5875 -0.7273 -0.2252 0.8181 0.7237 -0.2433 -0.05
N -0.1242 -0.8478 -0.0625 -0.5259 -0.3752 -0.2497 0.03
C 1.0813 -0.6268 0.5265 -0.2374 -0.5907 -2.2453 -0.35
O 2.1053 -0.7036 -0.1182 0.7433 -0.0925 0.3298 0.02
H -1.7469 2.0771 0.3516 -0.5701 0.4935 0.1628 0.08
H -1.0123 1.4937 -1.1552 0.0322 0.2909 -0.0550 0.09
H -0.0836 1.6519 0.3037 1.7316 0.6942 0.6102 0.05
H -1.4089 -0.0071 1.4096 0.3856 -0.4235 -0.3435 0.14
H -3.4570 -0.2753 0.2622 0.0261 -0.1827 -0.2658 0.07
H -2.6581 -0.6051 -1.3185 -0.1235 0.0954 0.3163 0.08
H -2.5589 -1.8118 -0.0370 0.0533 0.4852 0.2244 0.08
H -0.0524 -1.2691 -1.0180 -0.1953 1.0111 1.1590 0.17
H 1.0672 -0.4517 1.5705 -0.1530 0.5610 1.3995 0.13
O 4.8870 0.0847 -0.0481 0.2126 -0.4198 1.2025 -0.06
H 3.9528 0.0742 0.1813 -0.2661 -0.3362 -0.0283 -0.01
H 4.9165 0.5486 -0.8610 0.1255 0.6550 -1.2265 0.00
```
Forces are in eV/Å.

No. 4
Below is a structure of composition C58H52AlOP3Si, with properties calculated with ωB97M-V/def2-TZVPD.

spin multiplicity	1
orbital gap	0.2900	Ha
LUMO	-0.1671	hartree
net charge	+2
highest occupied orbital energy	-0.4571	hartree

Geometry as XYZ:
```
116
Properties=species:S:1:pos:R:3:forces:R:3:lowdin_charge:R:1
Al 0.4300 -0.0528 -0.2386 -0.2647 -0.1161 -0.4473 0.18
C -2.3552 0.5888 6.1585 -0.0151 -0.0119 -0.0183 -0.06
C -2.8744 -0.2345 5.1669 0.0295 0.0180 0.0129 -0.05
C -2.0789 -0.6225 4.1028 0.0079 0.0455 0.0037 -0.09
C -0.7567 -0.1843 4.0164 -0.0570 -0.0047 0.0046 -0.35
C -0.2382 0.6332 5.0143 0.0555 -0.0032 0.0355 -0.09
C -1.0376 1.0125 6.0830 -0.0102 -0.0038 0.0339 -0.07
P 0.2005 -0.6512 2.5459 0.3981 -0.1626 -0.3331 1.10
C 1.9302 -0.3320 3.0392 -0.1146 -0.1615 0.2829 -0.38
C 2.3265 1.0035 2.9901 -0.0060 0.1818 -0.0064 -0.14
C 3.5911 1.3822 3.4185 -0.0069 0.0451 -0.0312 -0.07
C 4.4863 0.4244 3.8722 -0.0083 -0.0391 0.0025 -0.06
C 4.1053 -0.9108 3.9092 0.0074 0.0536 -0.0130 -0.05
C 2.8305 -1.2854 3.5107 0.0159 -0.0061 -0.0780 -0.08
C -0.0468 -2.4732 2.4391 -0.0464 0.0637 -0.0629 -0.36
C 0.1941 -3.2735 3.5504 0.0089 -0.0406 0.0485 -0.08
C 0.0538 -4.6535 3.4705 0.0087 0.0519 0.0086 -0.05
C -0.3429 -5.2384 2.2800 -0.0032 -0.0254 -0.0088 -0.05
C -0.6372 -4.4437 1.1781 -0.0381 -0.0330 0.0233 -0.07
C -0.5114 -3.0608 1.2389 0.0823 0.0459 0.0924 -0.29
Si -1.0213 -1.8689 -0.1060 -0.0874 -0.0003 0.1840 0.62
C -2.5289 -0.9571 0.6294 -0.0710 -0.1248 -0.1368 -0.28
C -3.6212 -1.7266 1.0406 -0.0298 0.0140 0.0414 -0.09
C -4.7909 -1.1423 1.5004 0.0356 -0.0486 0.0128 -0.04
C -4.9012 0.2399 1.5627 -0.0079 0.0499 -0.0029 -0.04
C -3.8377 1.0295 1.1646 -0.0337 -0.0006 0.0070 -0.07
C -2.6604 0.4343 0.7100 0.1060 0.0830 0.0858 -0.37
P -1.3356 1.5197 0.1239 0.1174 0.0119 0.0604 1.05
C -0.8647 2.7308 1.3747 -0.0457 0.1074 -0.0446 -0.35
C -1.3789 2.7202 2.6651 -0.0083 0.0027 0.0443 -0.07
C -0.9103 3.6353 3.6007 -0.0179 0.0173 -0.0155 -0.05
C 0.0624 4.5577 3.2541 0.0140 0.0194 0.0012 -0.05
C 0.5792 4.5750 1.9627 -0.0101 -0.0067 0.0208 -0.06
C 0.1201 3.6635 1.0289 0.0271 -0.0025 0.0586 -0.13
C -2.0744 2.3807 -1.2815 -0.0998 -0.0138 0.0332 -0.35
C -2.0525 3.7621 -1.4348 0.0699 0.0472 -0.0534 -0.07
C -2.6469 4.3378 -2.5510 0.0131 0.0197 -0.0016 -0.05
C -3.2663 3.5435 -3.5025 -0.0059 -0.0592 0.0082 -0.05
C -3.3060 2.1631 -3.3391 0.0059 0.0797 -0.0159 -0.05
C -2.7160 1.5836 -2.2316 -0.0152 -0.0560 -0.0231 -0.10
C -1.5632 -2.4072 -1.8181 -0.1285 -0.1007 0.0690 -0.29
C -2.5553 -3.3734 -1.9966 -0.0283 -0.0122 -0.0245 -0.08
C -3.1423 -3.5895 -3.2345 0.0287 0.0098 0.0237 -0.04
C -2.7638 -2.8123 -4.3183 -0.0367 -0.0340 -0.0049 -0.04
C -1.7767 -1.8512 -4.1712 0.0226 0.0338 -0.0583 -0.06
C -1.1614 -1.6540 -2.9388 -0.0388 0.0682 -0.0165 -0.38
P 0.2578 -0.5156 -2.7946 0.1951 0.0564 0.2246 1.08
C 0.2997 0.6181 -4.2004 0.0168 -0.0009 -0.0750 -0.36
C 0.5782 0.1643 -5.4926 0.0291 -0.0392 0.0163 -0.09
C 0.6404 1.0583 -6.5465 -0.0051 0.0246 0.0149 -0.05
C 0.4391 2.4148 -6.3201 0.0045 -0.0046 0.0089 -0.05
C 0.1844 2.8766 -5.0383 0.0134 -0.0089 -0.0446 -0.06
C 0.1178 1.9807 -3.9821 -0.0352 0.0197 0.0362 -0.10
C 1.6722 -1.6254 -3.1087 -0.0133 -0.0223 -0.0101 -0.35
C 1.5762 -3.0064 -2.9583 -0.0541 -0.0294 0.0242 -0.08
C 2.6964 -3.8099 -3.1223 0.0484 0.0143 -0.0064 -0.06
C 3.9221 -3.2443 -3.4370 -0.0254 -0.0051 0.0032 -0.06
C 4.0225 -1.8690 -3.6089 0.0136 -0.0159 -0.0040 -0.06
C 2.9051 -1.0667 -3.4497 0.0428 0.0691 0.0172 -0.11
H -2.9730 0.8846 6.9943 -0.0242 0.0177 0.0352 0.11
H -3.8959 -0.5835 5.2280 -0.0346 -0.0105 0.0067 0.11
H -2.4857 -1.2742 3.3432 -0.0287 -0.0471 -0.0494 0.09
H 0.7884 0.9749 4.9737 -0.0527 -0.0208 0.0149 0.10
H -0.6234 1.6362 6.8635 0.0105 0.0155 0.0266 0.12
H 1.6321 1.7674 2.6421 -0.0045 -0.0511 -0.0030 0.10
H 3.8749 2.4266 3.4015 0.0132 0.0182 -0.0006 0.11
H 5.4724 0.7159 4.2053 0.0310 0.0101 0.0015 0.12
H 4.7973 -1.6609 4.2658 0.0197 -0.0256 0.0112 0.12
H 2.5541 -2.3299 3.5512 -0.0336 -0.0142 0.0088 0.10
H 0.4801 -2.8207 4.4926 0.0163 0.0078 0.0084 0.12
H 0.2514 -5.2661 4.3392 -0.0014 -0.0113 0.0231 0.12
H -0.4473 -6.3129 2.2141 0.0009 -0.0194 -0.0040 0.12
H -0.9821 -4.9148 0.2660 -0.0079 -0.0215 -0.0423 0.10
H -3.5566 -2.8083 1.0126 0.0031 -0.0410 -0.0116 0.11
H -5.6199 -1.7640 1.8099 -0.0267 -0.0254 -0.0005 0.12
H -5.8158 0.7001 1.9091 -0.0265 0.0166 0.0177 0.12
H -3.9324 2.1090 1.1894 0.0132 0.0132 0.0094 0.12
H -2.1261 1.9937 2.9576 -0.0048 0.0233 -0.0121 0.10
H -1.3122 3.6193 4.6042 -0.0099 0.0059 0.0072 0.11
H 0.4159 5.2715 3.9855 0.0092 0.0125 0.0152 0.12
H 1.3291 5.3037 1.6855 0.0087 0.0098 -0.0034 0.12
H 0.5146 3.6983 0.0199 0.0181 -0.0142 -0.0214 0.10
H -1.5867 4.3978 -0.6938 -0.0434 -0.0101 0.0036 0.10
H -2.6347 5.4130 -2.6672 -0.0047 0.0169 0.0031 0.12
H -3.7321 3.9992 -4.3647 -0.0147 0.0119 -0.0343 0.12
H -3.8021 1.5413 -4.0710 -0.0222 -0.0185 -0.0252 0.12
H -2.7753 0.5074 -2.1030 0.0243 0.0033 0.0279 0.10
H -2.8932 -3.9599 -1.1501 -0.0031 -0.0193 0.0076 0.10
H -3.9042 -4.3478 -3.3487 -0.0246 -0.0206 -0.0027 0.12
H -3.2330 -2.9575 -5.2814 -0.0104 -0.0015 -0.0248 0.12
H -1.4894 -1.2549 -5.0271 -0.0018 -0.0028 0.0072 0.10
H 0.7663 -0.8875 -5.6721 -0.0005 -0.0097 0.0045 0.12
H 0.8556 0.7004 -7.5432 0.0018 -0.0112 -0.0375 0.12
H 0.4922 3.1106 -7.1452 0.0022 0.0309 -0.0310 0.12
H 0.0366 3.9320 -4.8585 -0.0040 0.0469 0.0041 0.11
H -0.0914 2.3504 -2.9852 -0.0039 -0.0184 -0.0014 0.08
H 0.6275 -3.4705 -2.7227 -0.0125 0.0207 -0.0004 0.10
H 2.6052 -4.8811 -3.0112 0.0013 -0.0422 0.0011 0.12
H 4.7915 -3.8721 -3.5710 0.0315 -0.0181 -0.0013 0.12
H 4.9675 -1.4241 -3.8896 0.0296 0.0049 -0.0067 0.12
H 2.9902 -0.0012 -3.6352 -0.0227 -0.0224 -0.0125 0.10
C 2.9617 -1.8833 0.2355 0.0831 -0.1109 -0.0643 -0.03
C 3.3743 -0.4513 0.0748 -0.0271 0.1781 -0.1039 -0.14
O 2.2106 0.3769 -0.3303 0.1183 0.2363 0.3130 -0.25
C 2.5536 1.6428 -1.0044 -0.0520 -0.0914 -0.1092 -0.18
C 3.5899 2.4585 -0.2761 -0.0621 0.0131 -0.0380 -0.03
H 3.8380 -2.4346 0.5815 -0.0281 -0.0317 0.0261 0.12
H 2.6439 -2.3199 -0.7103 -0.0073 0.0132 -0.0150 0.07
H 2.1827 -2.0198 0.9856 0.0033 -0.0029 -0.0252 0.05
H 4.0932 -0.3407 -0.7379 0.0100 -0.0111 0.0532 0.14
H 3.7557 -0.0044 0.9929 0.0157 -0.0891 -0.0500 0.11
H 1.6068 2.1824 -1.0585 0.0239 -0.0066 -0.0767 0.08
H 2.8525 1.3690 -2.0180 0.0514 0.0944 0.0901 0.12
H 3.2917 2.6529 0.7519 -0.0368 0.0090 0.0554 0.07
H 3.6741 3.4142 -0.7959 0.0099 0.0048 0.0096 0.10
H 4.5739 1.9978 -0.2845 0.0376 -0.0542 0.0084 0.09
```
Forces are in eV/Å.

Record-wise maximum force values, in eV/A: 6.3; 9.6; 2.3; 0.5